(1)
{
  "formula": "C47H61BiN3O5",
  "method": "wB97M-V/def2-TZVPD",
  "species": ["Bi", "O", "C", "O", "C", "C", "C", "C", "C", "O", "C", "C", "O", "O", "H", "H", "H", "H", "H", "H", "H", "H", "C", "C", "C", "C", "C", "C", "C", "C", "C", "C", "C", "C", "N", "C", "C", "C", "C", "C", "N", "C", "C", "C", "C", "H", "H", "H", "H", "H", "H", "H", "H", "H", "H", "H", "H", "H", "H", "H", "H", "H", "H", "H", "H", "H", "H", "H", "H", "H", "H", "H", "H", "H", "C", "C", "C", "C", "C", "C", "C", "C", "N", "C", "C", "C", "C", "C", "C", "C", "C", "C", "C", "H", "H", "H", "H", "H", "H", "H", "H", "H", "H", "H", "H", "H", "H", "H", "H", "H", "H", "H", "H", "H", "H", "H", "H"],
  "positions_angstrom": [[-0.3428, -0.5796, 0.3690], [-4.4661, -2.5478, 1.0109], [-3.2370, -2.5795, 0.9515], [-2.4408, -1.6104, 1.1901], [-2.6008, -3.9263, 0.5577], [-2.1524, -3.9954, -0.9195], [-2.1926, -5.4669, -1.3608], [-1.0269, -6.0359, -0.5166], [-0.4308, -4.7469, 0.0963], [-0.7514, -3.7472, -0.8733], [-1.2776, -4.3069, 1.2930], [-0.6245, -3.1500, 2.0730], [-0.8139, -3.0591, 3.2665], [0.2389, -2.3965, 1.4065], [-3.3730, -4.6727, 0.7347], [-2.6395, -3.2962, -1.5938], [-3.1531, -5.9402, -1.1622], [-1.9805, -5.5406, -2.4285], [-1.3693, -6.7214, 0.2588], [-0.2887, -6.5485, -1.1336], [0.6398, -4.7870, 0.2799], [-1.4408, -5.0973, 2.0238], [-3.4515, -0.6412, -4.1078], [-4.3345, -0.2551, -2.9079], [-4.1478, -1.2494, -1.7619], [-4.2361, 1.1880, -2.4136], [-5.3832, 1.9477, -2.6305], [-5.5340, 3.2218, -2.1227], [-4.5267, 3.7322, -1.3299], [-3.3534, 3.0269, -1.0831], [-2.3210, 3.7610, -0.2437], [-1.8277, 2.9763, 0.9695], [-1.1704, 4.2431, -1.1382], [-3.1722, 1.7530, -1.6623], [-1.9667, 1.0397, -1.4714], [-1.2338, 0.8139, -2.4986], [-0.1050, -0.0483, -2.6742], [0.4481, -0.1897, -3.9458], [1.4668, -1.1161, -3.8452], [1.5464, -1.5199, -2.5073], [0.5757, -0.8878, -1.7779], [2.6787, -2.4380, -2.0731], [3.9868, -1.8966, -2.6832], [2.4270, -3.8439, -2.6513], [2.8800, -2.5215, -0.5681], [-3.9192, -1.4659, -4.6502], [-2.4702, -0.9830, -3.7860], [-3.3270, 0.1959, -4.7976], [-5.3648, -0.3613, -3.2552], [-3.1277, -1.2207, -1.3824], [-4.3699, -2.2619, -2.1069], [-4.8100, -1.0341, -0.9246], [-6.1860, 1.5167, -3.2174], [-6.4322, 3.7961, -2.3116], [-4.6423, 4.7147, -0.8866], [-2.8259, 4.6504, 0.1428], [-1.1399, 2.1933, 0.6720], [-2.6636, 2.5178, 1.5011], [-1.3061, 3.6357, 1.6656], [-0.5949, 3.3933, -1.5094], [-0.4988, 4.9074, -0.5892], [-1.5688, 4.7889, -1.9957], [-1.4851, 1.3246, -3.4353], [0.1186, 0.3349, -4.8308], [2.0955, -1.4762, -4.6439], [4.0149, -2.0333, -3.7649], [4.8376, -2.4246, -2.2459], [4.0940, -0.8319, -2.4723], [2.5152, -3.8314, -3.7399], [1.4277, -4.1791, -2.3919], [3.1636, -4.5491, -2.2555], [3.2511, -1.5773, -0.1648], [3.6189, -3.2916, -0.3344], [1.9613, -2.7646, -0.0552], [1.9052, 2.2571, 6.2962], [1.1008, 1.4828, 5.2812], [-0.0812, 0.8610, 5.6562], [-0.8086, 0.1484, 4.7092], [-2.0739, -0.5855, 5.0601], [-0.3616, 0.1064, 3.4031], [0.8220, 0.7381, 2.9589], [1.5441, 1.4118, 3.9669], [1.1889, 0.6730, 1.6216], [2.3042, 1.5089, 1.1415], [3.6823, 1.0489, 1.6665], [4.8001, 1.9340, 1.1023], [4.8468, 1.8192, -0.4213], [3.4965, 2.2633, -0.9878], [3.2638, 3.7317, -0.6355], [3.2231, 3.8631, 0.8868], [4.5573, 3.3993, 1.4804], [2.0931, 3.0068, 1.4644], [2.3813, 1.4127, -0.3824], [1.5780, 2.0147, 7.3074], [1.7783, 3.3327, 6.1496], [2.9703, 2.0332, 6.2145], [-0.4237, 0.9190, 6.6838], [-2.2784, -0.5401, 6.1303], [-1.9879, -1.6292, 4.7531], [-2.9244, -0.1617, 4.5223], [-0.9700, -0.4787, 2.7246], [2.4861, 1.8894, 3.7479], [3.8349, 0.0070, 1.3712], [3.7216, 1.0686, 2.7552], [5.7588, 1.6084, 1.5207], [5.0655, 0.7887, -0.7133], [5.6419, 2.4566, -0.8230], [3.4822, 2.1283, -2.0745], [2.3204, 4.0764, -1.0702], [4.0674, 4.3496, -1.0510], [3.0513, 4.9118, 1.1546], [4.5414, 3.5127, 2.5695], [5.3733, 4.0218, 1.0971], [1.1355, 3.3082, 1.0385], [2.0366, 3.1817, 2.5371], [2.5517, 0.3723, -0.6413], [1.4171, 1.7197, -0.8016]],
  "forces_ev_per_a": [[-0.0239, -0.4124, 0.6464], [0.1897, 0.0904, -0.0163], [-0.3362, -0.3756, 0.1714], [0.1701, 0.4464, -0.3139], [-0.0076, 0.2128, 0.2878], [-0.2850, -0.2926, -0.1341], [0.0454, 0.1111, -0.0153], [0.0568, 0.1057, -0.0104], [-0.0584, -0.2366, 0.1490], [0.3019, 0.1784, -0.1912], [0.1053, 0.3708, -0.1193], [-0.0078, -0.3806, 0.1192], [0.0407, -0.0185, -0.1422], [0.2427, 0.3158, -0.1755], [0.0226, -0.0239, 0.0434], [0.1352, -0.0756, 0.0929], [-0.0029, -0.0050, 0.0221], [0.0017, -0.0037, 0.0117], [0.0422, -0.0352, 0.0057], [-0.0258, -0.0227, 0.0043], [0.0295, 0.1368, -0.0704], [-0.0314, -0.0463, -0.0475], [-0.1221, 0.1242, 0.1160], [0.3697, -0.1455, 0.0664], [-0.2629, 0.1941, -0.1497], [-0.0065, -0.0987, 0.0335], [-0.0076, 0.1462, -0.0976], [-0.0047, -0.0023, 0.0770], [-0.0424, 0.0126, -0.0214], [0.0123, 0.0811, 0.0480], [0.2393, -0.2203, -0.1728], [-0.1561, 0.0948, 0.0215], [-0.0598, -0.0068, 0.1412], [-0.4228, 0.3003, -0.1770], [0.2130, -0.4841, 0.2487], [-0.3550, 0.2630, -0.0920], [0.4437, -0.1938, -0.0755], [-0.2451, 0.1935, 0.0781], [0.1460, -0.2435, 0.0808], [-0.0396, 0.4329, -0.3162], [0.2747, 0.0307, -0.3312], [0.0513, -0.0529, -0.0134], [-0.0253, -0.0256, 0.0688], [0.0421, 0.1538, 0.0966], [-0.0827, 0.1273, 0.0066], [0.0156, -0.0083, -0.0047], [0.1176, 0.0259, -0.0326], [0.0127, -0.0439, -0.0547], [-0.0189, 0.0723, 0.0544], [0.0346, 0.0094, 0.0019], [-0.0078, 0.0186, 0.0014], [0.0376, -0.0252, 0.0075], [0.0088, -0.0446, 0.0233], [-0.0130, -0.0266, -0.0019], [0.0277, 0.0097, -0.0029], [-0.0373, -0.0012, -0.0471], [0.1416, -0.1092, 0.0240], [0.0431, -0.0274, 0.0070], [0.0635, -0.0176, -0.0044], [0.0500, 0.0259, 0.0016], [0.0483, -0.0363, 0.0231], [0.0576, 0.0117, -0.0141], [-0.0466, -0.0799, -0.0663], [-0.0487, -0.0187, 0.0214], [0.0068, 0.0448, 0.0031], [0.0340, 0.0316, 0.0329], [0.0304, -0.0319, -0.0398], [0.0573, 0.0365, 0.0346], [-0.0695, -0.0030, 0.0234], [-0.1518, -0.1452, 0.0888], [-0.0170, -0.0036, -0.0280], [-0.0357, 0.0080, 0.0245], [0.0031, 0.0124, -0.0083], [-0.2801, -0.1330, 0.2397], [-0.0783, -0.0216, -0.0732], [-0.0629, -0.0590, 0.0420], [0.0742, 0.0117, 0.0274], [-0.1023, 0.0026, -0.0303], [0.0168, -0.0278, -0.0313], [0.3031, 0.1957, -0.2460], [-0.1530, -0.0094, 0.3509], [0.0744, -0.0550, 0.1030], [-0.0686, -0.1137, -0.3621], [-0.0287, 0.1309, 0.1768], [0.0414, 0.0111, 0.0232], [0.1863, 0.0122, 0.0386], [-0.0944, 0.0258, 0.0148], [-0.0121, 0.0148, -0.0530], [0.0204, -0.0598, -0.0014], [0.0296, 0.1305, 0.0246], [-0.0579, -0.0352, -0.0340], [0.0747, 0.0693, -0.0529], [-0.1465, -0.0825, 0.0622], [0.0386, 0.0269, 0.0228], [0.0336, 0.0132, 0.0274], [0.0120, 0.0094, 0.0045], [-0.0181, -0.0390, 0.0002], [0.0013, 0.0252, 0.0099], [-0.0228, 0.0318, 0.0296], [-0.0242, -0.0138, 0.0236], [-0.1592, -0.0801, 0.1118], [-0.1586, -0.0666, 0.1516], [-0.0043, -0.0210, -0.0243], [0.0520, -0.0758, -0.1235], [-0.0244, -0.0102, 0.0031], [-0.0076, -0.0502, -0.0240], [0.0338, -0.0415, -0.0129], [0.0166, 0.0138, 0.0182], [-0.0165, 0.0133, 0.0110], [-0.0154, 0.0219, -0.0059], [-0.0146, -0.0329, 0.0221], [-0.0040, -0.0060, 0.0022], [0.0134, -0.0047, 0.0225], [-0.1266, 0.0367, -0.0561], [-0.0923, 0.0724, -0.1733], [-0.0790, -0.2097, -0.1743], [-0.0784, -0.0254, -0.1076]],
  "energy_ha": -2582.78816,
  "largest_force_ev_per_a": 0.77,
  "e_lumo_ev": 2.45,
  "orbital_gap_ev": 7.0,
  "homo_ev": -4.5927,
  "charge": -1
}

***

(2)
{
  "formula": "C47H61IrN2O2PSeTe",
  "method": "wB97M-V/def2-TZVPD",
  "species": ["Ir", "C", "C", "C", "C", "C", "C", "C", "Se", "C", "C", "C", "C", "C", "C", "O", "C", "C", "C", "C", "C", "C", "C", "C", "C", "O", "C", "C", "C", "C", "C", "C", "H", "H", "H", "H", "H", "H", "H", "H", "H", "H", "H", "H", "H", "H", "H", "H", "H", "H", "H", "H", "H", "H", "H", "H", "H", "H", "H", "H", "H", "H", "H", "H", "H", "H", "H", "H", "H", "H", "H", "H", "N", "P", "C", "C", "C", "C", "C", "C", "C", "C", "C", "C", "C", "C", "C", "C", "C", "C", "C", "N", "H", "H", "H", "H", "H", "H", "H", "H", "H", "H", "H", "H", "H", "H", "H", "C", "Te", "C", "H", "H", "H", "H", "H", "H"],
  "positions_angstrom": [[0.0062, -1.6782, -0.7259], [-0.4476, 5.7321, 0.0821], [-1.0814, 5.1621, -1.2001], [-0.1381, 5.4017, -2.3937], [-2.3988, 5.8942, -1.4593], [-1.2684, 3.6687, -1.0382], [-0.1320, 2.8623, -0.7747], [-0.2696, 1.5195, -0.6530], [1.2684, 0.3942, -0.3157], [1.2419, 0.2875, 1.5839], [2.0995, 1.1024, 2.3173], [2.0530, 1.0557, 3.6946], [1.1011, 0.1930, 4.2679], [0.2318, -0.6180, 3.5673], [0.3152, -0.6149, 2.1361], [-0.4445, -1.4078, 1.4202], [-0.8020, -1.4982, 4.2767], [-2.2206, -1.1058, 3.8293], [-0.7386, -1.3259, 5.7958], [-0.5407, -2.9837, 3.9707], [2.9532, 1.9042, 4.5878], [2.0818, 2.8995, 5.3698], [3.9834, 2.6913, 3.7799], [3.6988, 0.9954, 5.5764], [-1.5308, 0.8696, -0.8240], [-1.6160, -0.4027, -0.8097], [-2.7140, 1.6845, -1.0199], [-2.5191, 3.0432, -1.1427], [-4.0930, 1.0498, -1.1477], [-4.3984, 0.1129, 0.0370], [-5.1953, 2.1154, -1.1711], [-4.1442, 0.2641, -2.4702], [-0.2552, 6.7960, -0.0545], [0.5019, 5.2536, 0.3252], [-1.1182, 5.6115, 0.9339], [-0.0015, 6.4734, -2.5363], [-0.5574, 4.9853, -3.3117], [0.8470, 4.9602, -2.2342], [-2.2021, 6.9610, -1.5580], [-3.1024, 5.7663, -0.6350], [-2.8744, 5.5623, -2.3843], [0.8434, 3.3185, -0.6630], [2.7897, 1.7607, 1.8063], [1.0458, 0.1743, 5.3474], [-2.4197, -0.0594, 4.0699], [-2.9536, -1.7146, 4.3632], [-2.3600, -1.2504, 2.7608], [-0.9197, -0.2923, 6.0954], [0.2209, -1.6483, 6.2042], [-1.5133, -1.9405, 6.2557], [-0.6215, -3.1876, 2.9038], [-1.2785, -3.5981, 4.4911], [0.4503, -3.2797, 4.3217], [1.5857, 3.5966, 4.6921], [2.7026, 3.4759, 6.0584], [1.3173, 2.3905, 5.9578], [3.5090, 3.4157, 3.1141], [4.6239, 2.0328, 3.1889], [4.6266, 3.2501, 4.4601], [3.0167, 0.5004, 6.2679], [4.3939, 1.5891, 6.1722], [4.2712, 0.2300, 5.0493], [-3.3807, 3.6660, -1.3160], [-4.3976, 0.6674, 0.9773], [-3.6829, -0.7001, 0.1214], [-5.3935, -0.3105, -0.0992], [-5.1352, 2.7759, -0.3048], [-6.1667, 1.6231, -1.1434], [-5.1671, 2.7203, -2.0792], [-3.3899, -0.5233, -2.4931], [-3.9761, 0.9261, -3.3221], [-5.1281, -0.1929, -2.5834], [1.1128, -3.4272, -2.9177], [0.9669, -1.7206, -2.7652], [2.7355, -1.3061, -2.9194], [3.5969, -1.2004, -1.8298], [4.9619, -1.0607, -2.0320], [5.4786, -1.0300, -3.3186], [4.6308, -1.1664, -4.4090], [3.2670, -1.3121, -4.2126], [0.1003, -0.9150, -4.1018], [-1.1342, -1.4011, -4.5410], [-1.8707, -0.6813, -5.4633], [-1.3973, 0.5409, -5.9276], [-0.1854, 1.0399, -5.4764], [0.5722, 0.3144, -4.5675], [1.6041, -3.9732, -1.7324], [2.3391, -5.1520, -1.6962], [2.7135, -5.6668, -0.4709], [2.3576, -5.0019, 0.6994], [1.6572, -3.8230, 0.5974], [1.3036, -3.3105, -0.5953], [1.4697, -3.8427, -3.7688], [3.2252, -1.2662, -0.8161], [5.6237, -0.9806, -1.1801], [6.5428, -0.9119, -3.4712], [5.0290, -1.1590, -5.4146], [2.6196, -1.4199, -5.0751], [-1.5157, -2.3466, -4.1754], [-2.8158, -1.0685, -5.8194], [-1.9784, 1.1033, -6.6463], [0.1807, 1.9906, -5.8398], [1.5188, 0.7068, -4.2225], [2.5998, -5.6516, -2.6192], [3.2827, -6.5855, -0.4261], [2.6277, -5.3826, 1.6730], [1.3582, -3.2405, 1.4608], [-2.6506, -3.7132, 0.6406], [-1.9668, -3.3555, -1.3428], [-1.2728, -5.3495, -1.5978], [-3.5922, -4.2544, 0.6141], [-2.7729, -2.7442, 1.1188], [-1.8834, -4.2879, 1.1533], [-0.7252, -5.6626, -0.7118], [-0.6526, -5.4043, -2.4857], [-2.1531, -5.9733, -1.7352]],
  "forces_ev_per_a": [[0.2263, 0.5359, 0.5489], [0.0115, -0.0795, 0.0177], [-0.0561, 0.0897, -0.0060], [0.0210, -0.0764, 0.0000], [0.0074, -0.0397, -0.0123], [-0.0563, 0.1480, -0.0158], [0.1021, -0.1687, 0.0987], [0.2523, -0.2138, -0.1404], [-0.0079, 0.1460, 0.3591], [-0.3717, -0.4330, -0.1105], [0.0718, 0.1427, 0.2613], [0.0160, 0.0217, -0.1762], [0.0301, 0.1155, 0.0421], [-0.0798, -0.1011, -0.3181], [0.4021, 0.4471, 0.5379], [-0.1421, -0.8909, -1.3275], [0.0523, -0.0219, 0.0209], [0.0406, -0.0183, 0.0688], [-0.0381, -0.0321, 0.0173], [-0.0885, 0.0511, -0.0037], [-0.0848, -0.0239, 0.0681], [0.0918, -0.0051, 0.0157], [0.0108, -0.0085, 0.0145], [0.0238, 0.0527, -0.0188], [-0.1295, 0.0036, 0.1456], [0.3301, 0.2322, -0.4827], [-0.1198, -0.0065, 0.0046], [-0.0641, -0.0630, 0.0917], [-0.0994, 0.0079, 0.0187], [0.0930, 0.1214, 0.0457], [0.0434, -0.0051, -0.0713], [0.0773, -0.0294, 0.0043], [-0.0181, 0.0085, -0.0035], [0.0078, 0.0223, -0.0048], [0.0062, 0.0075, 0.0084], [-0.0075, 0.0076, 0.0055], [0.0024, 0.0206, -0.0047], [0.0017, 0.0141, -0.0015], [0.0097, 0.0019, 0.0015], [-0.0045, 0.0113, -0.0020], [-0.0034, 0.0073, 0.0031], [-0.0056, 0.0152, -0.0209], [0.0037, -0.0292, -0.0436], [0.0065, -0.0085, -0.0217], [0.0015, -0.0020, -0.0134], [-0.0006, -0.0002, -0.0157], [0.0091, 0.0342, -0.0468], [-0.0054, -0.0074, 0.0127], [0.0051, 0.0191, 0.0053], [0.0085, -0.0057, 0.0021], [0.0314, 0.0117, 0.0069], [0.0234, -0.0150, 0.0168], [0.0089, -0.0018, -0.0036], [-0.0230, -0.0065, 0.0011], [-0.0165, 0.0128, -0.0057], [-0.0071, -0.0030, 0.0015], [0.0033, -0.0092, -0.0231], [0.0004, 0.0017, -0.0048], [-0.0081, 0.0082, -0.0030], [-0.0046, -0.0298, -0.0109], [-0.0106, -0.0095, 0.0116], [0.0040, -0.0053, 0.0031], [0.0056, 0.0164, -0.0173], [0.0008, -0.0106, 0.0059], [0.0031, -0.0330, -0.0018], [-0.0053, -0.0067, -0.0013], [-0.0389, -0.0115, 0.0158], [0.0058, -0.0166, -0.0169], [0.0227, 0.0203, 0.0128], [-0.0445, -0.0129, -0.0297], [-0.0041, 0.0002, 0.0006], [-0.0073, 0.0024, 0.0028], [-0.3291, -0.0453, -0.0482], [0.0290, -0.1568, 0.3098], [-0.2556, 0.2346, -0.0936], [0.0361, -0.1632, -0.0116], [0.0246, -0.0146, 0.0126], [-0.0102, -0.0089, 0.0089], [-0.0259, -0.0170, -0.0192], [0.0566, 0.0930, -0.0245], [-0.0490, -0.1965, -0.1871], [0.1132, -0.0524, -0.0124], [-0.0188, 0.0302, -0.0283], [-0.0607, -0.0228, -0.0098], [0.0481, -0.0047, 0.0352], [-0.1352, 0.0145, 0.0486], [-0.0074, -0.1344, 0.0332], [0.0231, -0.0689, 0.0572], [-0.0035, 0.0078, -0.0863], [-0.0412, 0.0955, 0.0247], [0.2073, -0.0191, 0.1180], [-0.3944, 0.3276, -0.0784], [0.1674, 0.0533, 0.0276], [0.0142, 0.0063, 0.0106], [-0.0082, 0.0076, 0.0050], [0.0014, 0.0011, -0.0036], [0.0053, -0.0028, 0.0026], [0.0052, 0.0109, 0.0070], [0.0090, -0.0183, -0.0127], [0.0010, -0.0016, 0.0024], [0.0063, -0.0015, -0.0023], [0.0044, -0.0022, -0.0035], [0.0300, 0.0176, -0.0025], [-0.0032, -0.0009, 0.0009], [-0.0030, -0.0029, -0.0019], [0.0013, -0.0014, 0.0021], [-0.0166, -0.0143, -0.0232], [-0.0339, 0.0799, -0.0806], [0.0003, -0.0542, 0.4592], [0.0074, 0.0772, 0.0418], [0.0047, -0.0109, -0.0552], [0.0387, -0.0328, 0.0161], [-0.0021, 0.0334, 0.0269], [0.0431, 0.0121, -0.0147], [0.0164, 0.0060, -0.0192], [-0.0182, 0.0219, 0.0491]],
  "multiplicity": 2,
  "energy_ha": -5202.28862,
  "largest_force_ev_per_a": 1.61,
  "e_lumo_ev": [-5.19, -7.53],
  "orbital_gap_ev": [6.9, 4.5],
  "s2": 0.7736,
  "homo_ev": [-12.0558, -12.0405],
  "charge": 2
}

***

Computed energy above the lowest of the compared OMol25 structures with the same formula, charge and spin (kcal per mole) in order:
21.4; 14.6